Record 1
CH5NO | the ωB97M-V functional and the def2-TZVPD basis

Last column: natural (NBO) charge in e.
Positions of all 8 atoms, in Å:
C: -1.538 0.506 -0.422  -0.04
N: -2.102 -0.178 -1.316  -0.59
H: -2.015 0.630 0.539  0.15
H: -0.558 1.002 -0.486  0.14
H: -1.562 -0.198 -2.176  0.33
H: 2.963 0.488 1.776  0.47
H: 3.371 -0.961 1.520  0.47
O: 2.675 -0.321 1.341  -0.94

Forces on atoms 1 to 6 (eV/Å):
C 0.47 0.14 0.11
N -0.20 0.11 0.02
H -0.30 -0.09 0.26
H -0.15 -0.13 -0.33
H 0.21 -0.04 -0.06
H 0.01 -0.03 0.00

Total charge: 0
SMILES string: C=N.O
Frontier orbital gap, eV: 10.847
Multiplicity: 1
Energy relative to the best compared isomer or geometry (same formula, charge and spin), kcal/mol: 15.8
HOMO, eV: -10.01

---

Record 2
CH5NO | the ωB97M-V functional and the def2-TZVPD basis

Last column: natural (NBO) charge in e.
Positions of all 8 atoms, in Å:
C: -1.051 0.032 -1.257  -0.85
H: 1.468 0.291 1.244  0.25
H: -1.154 0.466 -0.251  0.21
H: -1.466 0.758 -1.991  0.22
H: -1.589 -0.917 -1.314  0.22
H: 0.010 -0.105 -1.483  0.21
N: 2.007 0.166 2.140  -0.02
O: 1.775 -0.691 2.912  -0.23

Forces on atoms 1 to 6 (eV/Å):
C -0.19 0.72 -0.21
H -1.15 -1.40 0.21
H 0.00 -0.21 -0.31
H 0.22 -0.58 0.50
H 0.13 0.18 -0.01
H -0.16 -0.10 0.04

Total charge: 0
SMILES string: N=O.C
Frontier orbital gap, eV: 9.022
Multiplicity: 1
Energy relative to the best compared isomer or geometry (same formula, charge and spin), kcal/mol: 66.6
HOMO, eV: -9.17

---

Record 3
CH5NO2 | the ωB97M-V functional and the def2-TZVPD basis

Last column: natural (NBO) charge in e.
Positions of all 9 atoms, in Å:
C: 1.541 -1.019 -0.114  0.26
N: -1.338 0.585 0.727  -0.48
O: 1.275 -0.789 -1.296  -0.52
O: -0.372 1.030 -0.050  -0.55
H: 2.360 -0.373 0.293  0.13
H: 0.944 -1.767 0.475  0.13
H: -0.684 1.356 -1.146  0.40
H: -1.690 -0.233 0.274  0.31
H: -2.038 1.211 0.838  0.32

Forces on atoms 1 to 6 (eV/Å):
C -0.37 1.26 -2.75
N 0.32 -3.40 0.90
O 0.37 -1.15 2.14
O 2.02 3.38 -5.92
H -0.50 -0.85 0.57
H 0.67 0.54 -0.15

Total charge: 0
SMILES string: C=O.NO
Frontier orbital gap, eV: 10.305
Multiplicity: 1
Energy relative to the best compared isomer or geometry (same formula, charge and spin), kcal/mol: 106.5
HOMO, eV: -9.56

---

Record 4
CH5NO2P | the ωB97M-V functional and the def2-TZVPD basis

Last column: natural (NBO) charge in e.
Positions of all 10 atoms, in Å:
C: 0.618 -1.342 -0.388  -0.62
N: -1.413 1.951 0.780  -1.20
O: -2.394 2.067 -1.553  -1.14
O: -3.403 0.501 0.339  -1.15
P: -2.268 1.098 -0.440  1.89
H: 0.758 -0.493 -1.015  0.17
H: 0.762 -1.272 0.672  0.16
H: 0.164 -2.318 -0.801  0.17
H: -1.613 1.307 1.477  0.36
H: -0.433 2.153 0.766  0.36

Forces on atoms 1 to 6 (eV/Å):
C -1.11 -2.13 -0.61
N -0.17 0.64 -0.56
O -0.20 0.10 -1.35
O -0.06 -0.33 -0.27
P 0.16 0.49 0.32
H 0.08 0.31 -0.35

Total charge: -1
Frontier orbital gap (alpha / beta), eV: 9.182 / 5.520
Multiplicity: 1
Energy relative to the best compared isomer or geometry (same formula, charge and spin), kcal/mol: 78.8
HOMO (alpha / beta), eV: -5.25 / -2.25